Below is a 3-piece molecular cluster, CH12N8O overall, with properties calculated with ωB97M-V/def2-TZVPD.

Strongest force on any atom, eV/A: 4.8
Charge: +2
HOMO, eV: -16.961
Energy, Ha: -557.6633
Gap between HOMO and LUMO, eV: 7.901
ΔE to the lowest compared entry with this formula, charge and spin, eV: 1.813

Positions of all 22 atoms, in Å:
C1 0.1981 -0.9351 -0.7637
N1 -0.7070 1.0346 -1.7481
N2 1.0727 -1.4521 0.0963
N3 2.0392 1.1621 2.5224
N4 -1.7402 -1.0726 -0.1582
N5 0.9864 0.8662 1.8962
N6 0.1971 0.4951 -0.9575
N7 -2.5558 -1.0221 -1.3215
N8 0.9697 1.2103 -0.0802
O1 -0.6714 2.2446 -1.6462
H1 0.1732 -1.3330 -1.7359
H2 1.0911 -0.8958 0.9353
H3 1.1473 -2.5250 0.0389
H4 2.8110 0.5144 2.5961
H5 2.2833 2.0617 2.8931
H6 -1.8006 -1.9461 0.3484
H7 0.0919 1.3413 2.1832
H8 -2.2807 -0.0117 -1.5719
H9 -3.6019 -0.9611 -0.9333
H10 -2.3611 -1.7388 -1.9843
H11 0.7591 2.1624 -0.4612
H12 1.8986 0.8007 -0.1478


Below is C23H27IrN7S as an isolated structure, with properties calculated with ωB97M-V/def2-TZVPD.

Strongest force on any atom, eV/A: 2.2
Spin multiplicity: 2
⟨S²⟩: 0.76
Charge: +4
HOMO (alpha / beta), eV: -21.459 / -21.445
Energy, Ha: -1776.9049
Gap between HOMO and LUMO (alpha / beta), eV: 6.699 / 6.279
ΔE to the lowest compared entry with this formula, charge and spin, eV: 1.633

Positions of all 59 atoms, in Å:
Ir1 -0.2717 -0.4548 0.3811
C1 1.9332 -2.1585 -0.7657
C2 2.8642 -2.0147 0.4010
C3 2.2466 -1.6829 1.7152
C4 2.9840 -1.9359 2.8638
C5 2.4794 -1.6313 4.1134
C6 1.2081 -1.0709 4.2060
C7 0.5132 -0.8258 3.0534
N1 1.0189 -1.1231 1.8184
N2 1.2262 -0.9030 -1.1708
C8 2.1638 0.2167 -1.4306
C9 1.6513 1.4699 -0.8294
C10 2.2618 2.6890 -1.0503
C11 1.7322 3.8308 -0.4685
C12 0.5896 3.7222 0.3243
C13 0.0306 2.4849 0.5163
N3 0.5565 1.3642 -0.0555
C14 0.4047 -1.1602 -2.3830
C15 -0.6662 -2.1245 -2.0625
C16 -1.1214 -3.0963 -2.9239
C17 -2.1984 -3.8867 -2.5344
C18 -2.7578 -3.6981 -1.2778
C19 -2.2391 -2.7230 -0.4513
N4 -1.2122 -1.9387 -0.8470
H1 1.1753 -2.9167 -0.5762
H2 2.5321 -2.5136 -1.6110
H3 3.6666 -1.2932 0.2282
H4 3.3833 -2.9721 0.4876
H5 3.9652 -2.3823 2.7596
H6 3.0597 -1.8313 5.0062
H7 0.7706 -0.8182 5.1624
H8 -0.4665 -0.3808 3.0894
H9 2.2973 0.3447 -2.5072
H10 3.1469 -0.0084 -1.0248
H11 3.1428 2.7436 -1.6783
H12 2.1990 4.7954 -0.6285
H13 0.1419 4.5936 0.7834
H14 -0.8419 2.3587 1.1375
H15 1.0414 -1.5190 -3.1944
H16 -0.0444 -0.2153 -2.7065
H17 -0.6494 -3.2295 -3.8890
H18 -2.5872 -4.6459 -3.2022
H19 -3.5811 -4.3081 -0.9316
H20 -2.6261 -2.5677 0.5399
C20 -2.6049 -2.5808 4.1301
C21 -3.7382 -2.0086 3.2746
C22 -3.3404 -0.8864 2.3786
N5 -2.2175 -0.7701 1.7431
N6 -2.1359 0.3238 0.9313
C23 -3.2401 1.0797 0.9237
N7 -3.4266 2.1760 0.2129
S1 -4.4273 0.4217 1.9974
H21 -2.8942 -3.5551 4.5160
H22 -2.4169 -1.9402 4.9923
H23 -1.6770 -2.6834 3.5653
H24 -4.5804 -1.7019 3.8966
H25 -4.1564 -2.7969 2.6356
H26 -2.7560 2.4953 -0.4688
H27 -4.3029 2.6815 0.2511